Density functional theory data (ωB97M-V with the def2-TZVPD basis set) for a 2-piece molecular cluster, C5H9NO2 overall in a non-equilibrium geometry.

Computed properties:
* molecular weight: 115.1 g mol⁻¹
* Kohn-Sham gap: 10.0 eV
* ΔE to the lowest compared entry with this formula, charge and spin: 37.4 kcal per mole

Last columns: bonded neighbours and bond lengths (Å).
Cartesian coordinates (Å):
1 C -1.1609 1.0140 -0.3920  C2 1.494, O5 1.231, H7 1.103
2 C -0.6930 1.5627 0.9169  C1 1.494, H9 1.088, H10 1.084, H11 1.089
3 C 0.0334 -1.3076 -0.3887  C4 1.331, H8 1.083, C15 1.537
4 C -0.5637 -1.9941 0.5825  C3 1.331, H12 1.080, H13 1.078
5 O -0.6243 1.2601 -1.4718  C1 1.231
6 H 0.9748 0.5579 -1.7468  N14 1.100
7 H -2.1857 0.6056 -0.3740  C1 1.103
8 H -0.2520 -1.4373 -1.4250  C3 1.083
9 H -0.6194 0.7564 1.6440  C2 1.088
10 H 0.2876 2.0166 0.8339  C2 1.084
11 H -1.4253 2.2734 1.2983  C2 1.089
12 H -0.1997 -1.9268 1.5970  C4 1.080
13 H -1.4232 -2.6209 0.4052  C4 1.078
14 N 1.7950 0.0894 -1.1838  H6 1.100, C15 1.344, H17 1.010
15 C 1.4201 -0.6880 -0.1536  C3 1.537, N14 1.344, O16 1.214
16 O 1.9867 -0.7749 0.9165  C15 1.214
17 H 2.6495 0.6134 -1.0584  N14 1.010

Atomic partial charges in e from the Mulliken method, atoms 1 to 5: number 1, C, carries 0.343; number 2, C, carries -0.975; number 3, C, carries -0.539; number 4, C, carries -0.617; number 5, O, carries -0.609

***

Density functional theory data (ωB97M-V with the def2-TZVPD basis set) for a 2-piece molecular cluster, C3H4N2O overall in a non-equilibrium geometry.

Computed properties:
* molecular weight: 84.1 g mol⁻¹
* Kohn-Sham gap: 9.9 eV
* ΔE to the lowest compared entry with this formula, charge and spin: 74.1 kcal per mole

Last columns: bonded neighbours and bond lengths (Å).
Cartesian coordinates (Å):
1 C -1.4440 0.5642 -0.3092  C2 1.485, N4 1.144
2 C -0.7583 -0.7211 -0.0192  C1 1.485, C3 1.456, O6 1.197
3 C 0.4338 -0.6631 0.8154  C2 1.456, N5 1.256, H8 1.092
4 N -1.9804 1.4977 -0.6948  C1 1.144
5 N 0.7430 0.3260 1.5243  C3 1.256, H10 1.019
6 O -1.0583 -1.7642 -0.5230  C2 1.197
7 H 0.5079 1.0426 -2.1803  H9 0.771
8 H 1.1786 -1.4608 0.7708  C3 1.092
9 H 0.7973 1.0085 -1.4667  H7 0.771
10 H 1.5804 0.1702 2.0827  N5 1.019

Atomic partial charges in e from the Mulliken method, atoms 1 to 5: number 1, C, carries 0.189; number 2, C, carries 0.383; number 3, C, carries 0.001; number 4, N, carries -0.319; number 5, N, carries -0.502